This record from the OMol25 dataset describes a molecular structure, C17H15FeN3O2S. The level of theory is ωB97M-V with the def2-TZVPD basis set.

- energy relative to the best compared isomer or geometry (same formula, charge and spin) (eV) = 0.000
- lowest unoccupied orbital energy (spin up / spin down) (eV) = 5.22 / 5.22
- HOMO level (spin up / spin down) (eV) = 0.019 / 0.234
- charge = -2
- 2S+1 = 5

Structure (XYZ):
```
39
Properties=species:S:1:pos:R:3:forces:R:3:mulliken_spin:R:1
Fe -0.8129 -0.6658 0.5779 1.806 -2.337 -1.001 3.866
O 0.3656 -1.0156 2.1474 2.850 0.363 0.916 0.007
C 1.3487 -0.2136 2.0187 1.001 -0.281 0.626 0.010
C 2.6887 -0.5772 2.2448 1.279 -0.047 0.246 0.016
C 3.7613 0.3118 2.0772 -1.029 -0.641 0.089 -0.017
C 3.5259 1.6186 1.6647 0.098 0.393 -0.122 0.011
C 2.2182 2.0264 1.4255 -0.108 -0.981 0.346 -0.035
C 1.1632 1.1169 1.6089 -0.738 2.166 -0.302 0.079
C -0.2213 1.5703 1.3701 1.702 -0.317 -0.126 -0.217
N -1.2428 0.8490 1.6893 -1.590 2.612 1.036 -0.011
C -2.5242 1.4705 1.4051 -0.180 0.355 0.780 0.024
C -3.1260 0.8525 0.1591 -0.838 -0.045 -0.374 -0.003
N -2.1277 0.1073 -0.5734 -2.779 4.174 0.241 0.018
C -1.4283 0.7159 -1.4614 0.790 -0.762 -1.381 0.001
C -0.5571 -0.1411 -2.2799 -0.734 2.412 -0.384 -0.029
C 0.2851 0.3663 -3.2718 -0.396 -0.928 0.181 -0.027
C 1.0372 -0.5298 -4.0236 0.206 0.235 -0.157 -0.005
C 0.9287 -1.8982 -3.7690 -0.784 -0.123 0.987 0.006
C 0.0667 -2.3714 -2.7652 0.601 -0.659 -1.272 0.026
C -0.7154 -1.5103 -1.9852 -0.674 -0.917 -0.203 0.033
O -1.5242 -1.8634 -1.0512 1.444 -3.107 -1.646 -0.018
H 2.8868 -1.6042 2.5469 -0.071 0.108 -0.049 0.001
H 4.7701 -0.0390 2.2600 0.067 0.017 0.002 -0.003
H 4.3505 2.3060 1.5240 0.060 0.066 -0.026 0.000
H 2.0115 3.0377 1.0994 -0.102 0.096 -0.055 0.001
H -0.3303 2.5672 0.9124 -0.101 -0.059 0.035 -0.006
H -2.4492 2.5584 1.2765 0.294 0.069 -0.038 -0.006
H -3.1970 1.3253 2.2580 0.068 -0.083 -0.011 0.005
H -3.6111 1.6195 -0.4573 0.027 0.153 -0.107 -0.002
H -3.9231 0.1577 0.4489 0.165 -0.100 -0.115 0.003
H -1.4764 1.7967 -1.6578 -0.296 -0.026 -0.122 -0.001
H 0.3518 1.4324 -3.4383 0.023 0.168 0.035 0.002
H 1.7107 -0.1704 -4.7915 0.056 0.027 -0.065 0.000
H 1.5192 -2.6115 -4.3322 0.050 0.005 -0.049 -0.001
H 0.0051 -3.4377 -2.5609 0.030 0.096 0.018 -0.008
S -2.6526 -3.8522 3.7655 0.870 1.520 -1.450 0.012
C -1.9875 -2.7001 2.6126 -0.834 -1.307 1.236 0.030
N -1.5493 -1.9408 1.8529 -3.081 -2.637 1.029 0.030
H 0.4613 -0.6658 -0.5268 0.845 0.325 1.255 0.208
```
Forces are in eV/Å.

---

This record from the OMol25 dataset describes a molecular structure, C21H20AuN5O5Se2. The level of theory is ωB97M-V with the def2-TZVPD basis set.

- lowest unoccupied orbital energy (eV) = -0.55
- HOMO level (eV) = -7.307
- charge = 0

Structure (XYZ):
```
54
Properties=species:S:1:pos:R:3:forces:R:3:nbo_charge:R:1
Au 0.9734 -0.3424 0.2099 -0.117 -0.111 0.275 1.468
O 0.7686 -0.4600 2.1810 0.011 0.113 -0.169 -0.678
C 1.8074 -0.4469 3.0064 -0.022 -0.051 0.034 0.361
C 1.5717 0.0914 4.2846 -0.012 -0.018 -0.041 -0.215
C 2.5522 0.1041 5.2470 0.064 -0.020 -0.002 -0.184
C 3.8234 -0.4099 4.9753 -0.060 0.023 0.019 -0.257
C 4.0714 -0.9386 3.7316 -0.005 0.006 -0.029 -0.153
C 3.0823 -0.9798 2.7378 0.035 0.015 0.008 -0.223
C 3.3775 -1.5862 1.4509 -0.007 -0.029 0.015 0.417
N 2.6492 -1.4940 0.3498 0.079 0.109 -0.074 -0.538
C 3.2743 -2.1939 -0.6565 -0.031 -0.050 0.000 -0.056
C 4.4077 -2.7312 -0.1529 -0.014 -0.023 0.007 -0.077
N 4.4582 -2.3430 1.1704 0.000 -0.013 -0.002 -0.498
H 0.5858 0.4931 4.4748 -0.001 0.000 0.003 0.223
H 2.3375 0.5289 6.2191 0.004 -0.001 0.004 0.217
H 4.6028 -0.3842 5.7236 -0.002 0.005 0.005 0.218
H 5.0654 -1.3143 3.5176 -0.002 0.001 -0.016 0.193
H 2.8515 -2.2530 -1.6424 -0.004 0.002 0.001 0.245
H 5.1639 -3.3492 -0.6001 0.006 0.005 -0.001 0.232
H 5.1615 -2.6102 1.8352 -0.012 -0.007 0.010 0.429
C -0.0975 -2.4592 -3.6815 -0.015 -0.011 0.009 -0.398
N -1.1685 -1.8004 -2.9624 0.044 0.056 0.035 -0.369
C -1.9647 -0.7872 -3.4585 -0.037 -0.009 -0.009 -0.065
C -2.8144 -0.4329 -2.4733 -0.025 -0.019 -0.029 -0.080
N -2.5208 -1.2264 -1.3827 0.018 -0.012 -0.026 -0.370
C -3.2156 -1.2228 -0.1098 0.013 0.035 -0.009 -0.407
C -1.4869 -2.0474 -1.6725 -0.061 -0.007 0.071 0.259
Se -0.6625 -3.1998 -0.4910 0.055 -0.036 -0.151 -0.364
H -0.1458 -2.1522 -4.7232 -0.001 -0.003 -0.003 0.212
H -0.2148 -3.5379 -3.5996 0.005 0.002 0.001 0.226
H 0.8620 -2.1686 -3.2608 0.007 0.003 0.001 0.225
H -1.8462 -0.4065 -4.4566 0.007 0.003 0.002 0.236
H -3.5925 0.3088 -2.4463 0.006 0.009 0.005 0.236
H -3.9838 -0.4541 -0.1459 0.000 0.007 0.010 0.210
H -2.5085 -1.0083 0.6887 0.010 0.016 0.024 0.245
H -3.6666 -2.1985 0.0649 0.007 0.005 0.009 0.222
N -0.6212 0.8195 0.2550 0.077 0.047 -0.025 -0.688
C -0.9088 1.6931 -0.5962 -0.078 -0.068 0.005 0.503
C -2.1186 2.5574 -0.4323 -0.034 0.009 0.045 -0.054
C -2.3807 3.6234 -1.2880 -0.020 -0.076 -0.034 -0.211
C -3.5098 4.4075 -1.0950 -0.002 0.004 -0.017 -0.203
C -4.3833 4.1327 -0.0549 -0.007 -0.002 0.003 -0.203
C -4.1207 3.0731 0.8046 -0.002 -0.007 -0.004 -0.221
C -2.9926 2.2925 0.6211 0.037 0.045 0.020 -0.196
H -1.7061 3.8371 -2.1038 0.015 0.004 -0.002 0.235
H -3.7040 5.2371 -1.7622 -0.001 -0.001 -0.002 0.215
H -5.2636 4.7452 0.0911 0.000 0.001 0.001 0.215
H -4.7935 2.8597 1.6252 0.001 0.004 0.003 0.215
H -2.7579 1.4846 1.2994 0.005 -0.035 -0.006 0.237
O 1.1907 1.4113 -3.9004 -0.006 -0.022 0.105 -0.967
Se 1.2669 1.3533 -2.3123 0.004 0.027 -0.084 2.754
O -0.2802 2.0162 -1.7913 0.063 0.094 -0.078 -0.769
O 1.1125 -0.2453 -1.8071 0.084 0.034 0.108 -1.030
O 2.4127 2.1140 -1.5054 -0.079 -0.051 -0.028 -0.974
```
Forces are in eV/Å.

---

This record from the OMol25 dataset describes a molecular structure, C9H10CrN4. The level of theory is ωB97M-V with the def2-TZVPD basis set.

- lowest unoccupied orbital energy (spin up / spin down) (eV) = 3.15 / 3.11
- HOMO level (spin up / spin down) (eV) = -3.173 / -3.512
- charge = -1
- 2S+1 = 4

Structure (XYZ):
```
24
Properties=species:S:1:pos:R:3:forces:R:3:mulliken_spin:R:1
C -0.4982 1.0092 -2.3096 0.297 0.866 -0.321 0.050
C 0.9027 1.0742 -2.0316 -0.178 0.730 0.611 -0.025
C 1.0735 1.7495 -0.7722 -0.481 -0.166 -0.712 -0.033
C -0.2238 2.0967 -0.2735 0.183 0.144 -1.629 0.004
C -1.1835 1.6482 -1.2296 0.620 1.396 -0.097 -0.034
Cr -0.2592 -0.1867 -0.5177 1.043 1.860 0.318 2.397
N -2.0532 -0.4926 -0.4077 -1.937 -4.228 0.620 0.659
C 0.0626 -2.1964 -0.6139 -3.042 -4.022 0.172 -0.055
C 1.3499 -1.8194 -0.6825 1.358 1.138 -0.072 -0.043
H 2.0207 2.0419 -0.3245 -0.244 -0.419 0.003 -0.003
H 1.7077 0.7659 -2.6937 -0.224 -0.115 0.252 -0.001
H -0.4262 2.6954 0.6073 -0.032 -0.447 0.001 0.004
H -2.2426 1.8418 -1.1619 0.142 -0.332 0.010 0.015
H -0.9481 0.6350 -3.2198 -0.001 -0.073 0.231 0.004
H 1.8316 -1.6845 -1.6694 -0.059 -0.149 0.890 0.000
H -0.3508 -2.6330 0.3573 0.553 0.716 -1.490 -0.008
H -2.5865 -1.3469 0.0994 1.535 2.573 -0.793 0.041
H 1.9307 -1.8199 0.2628 -0.139 0.359 -0.997 0.003
H -0.4533 -2.5750 -1.5262 0.316 0.341 0.794 0.016
N 0.1239 -0.1623 1.3212 0.202 -0.425 1.473 -0.093
C 0.1120 0.0094 2.4685 -0.023 -0.185 -0.284 0.061
N 0.1499 0.3956 3.6662 0.084 0.653 1.484 0.030
C 0.0198 -0.2506 4.7957 -0.155 -1.890 2.483 -0.003
N -0.0596 -0.7955 5.8551 0.182 1.676 -2.946 0.012
```
Forces are in eV/Å.

---

This record from the OMol25 dataset describes C5H6N2O in the gas phase. The level of theory is ωB97M-V with the def2-TZVPD basis set.

- energy relative to the best compared isomer or geometry (same formula, charge and spin) (eV) = 5.405
- lowest unoccupied orbital energy (eV) = 0.79
- HOMO level (eV) = -9.334
- charge = 0

Structure (XYZ):
```
14
Properties=species:S:1:pos:R:3:forces:R:3:nbo_charge:R:1
C 0.5160 -0.5586 1.3541 1.084 2.440 2.696 0.621
C -0.8983 -1.0075 0.8764 1.959 -3.276 1.391 -0.504
C -0.2434 -0.3829 -0.2893 -4.152 -1.673 -6.223 -0.091
C 1.1052 1.4019 -0.6907 2.397 0.755 2.387 0.022
C 0.4894 0.6616 0.4535 -1.824 -1.400 0.772 -0.401
H -1.6508 -0.5336 1.4434 -0.981 0.598 0.371 0.239
H -0.9123 -2.1425 0.9279 -0.559 1.487 -0.348 0.236
H 0.0982 -1.2815 -0.8417 1.714 0.574 0.591 0.218
H -0.9226 0.0718 -2.2807 -0.954 -2.850 -4.610 0.360
H 2.0775 1.9897 -0.8322 -1.692 -0.874 0.595 0.231
H -0.5537 0.9793 0.8614 1.924 1.717 -0.497 0.230
N -0.8255 0.4188 -1.4333 2.856 3.832 6.174 -0.436
N 0.3456 1.2512 -1.6483 -2.381 0.500 -4.185 -0.232
O 1.3747 -0.8677 2.0995 0.609 -1.831 0.887 -0.493
```
Forces are in eV/Å.

---

This record from the OMol25 dataset describes C6H13NS in the gas phase. The level of theory is ωB97M-V with the def2-TZVPD basis set.

- energy relative to the best compared isomer or geometry (same formula, charge and spin) (eV) = 0.630
- lowest unoccupied orbital energy (eV) = 0.85
- HOMO level (eV) = -8.804
- charge = 0
- SMILES = C[C@H]1C[C@](C)(CS)N1

Structure (XYZ):
```
21
Properties=species:S:1:pos:R:3:forces:R:3:nbo_charge:R:1
C -2.5881 -0.2712 -0.3712 0.390 0.198 1.115 -0.620
C -1.3234 -0.9053 0.2047 -0.384 -0.480 0.109 -0.036
C -0.1051 -0.9133 -0.7339 0.512 -0.431 0.009 -0.429
C 0.5483 0.1109 0.2245 0.127 0.104 0.103 0.105
C 0.6630 1.5199 -0.3328 -0.019 -0.003 -0.530 -0.631
C 1.8498 -0.3478 0.8844 0.359 0.633 0.455 -0.509
S 3.2705 -0.5738 -0.2374 -0.272 -0.316 0.161 -0.043
N -0.5715 -0.0770 1.1848 -0.551 0.413 0.066 -0.631
H -3.0216 -0.9129 -1.1053 -0.357 -0.484 -0.598 0.215
H -2.3752 0.6916 -0.8246 0.064 0.179 -0.110 0.199
H -3.3245 -0.1181 0.4311 0.115 -0.020 -0.206 0.210
H -1.5783 -1.9034 0.6258 0.129 0.562 -0.221 0.182
H -0.2786 -0.5503 -1.7430 -0.095 0.081 -0.087 0.209
H 0.4384 -1.8726 -0.8116 -0.267 0.427 0.128 0.217
H -0.2843 1.8579 -0.7938 0.387 -0.180 0.303 0.212
H 1.4275 1.5352 -1.1277 -0.215 0.102 0.289 0.220
H 0.9518 2.2217 0.4558 -0.035 0.004 -0.077 0.210
H 2.1346 0.3335 1.7294 -0.276 -0.503 -0.770 0.223
H 1.6953 -1.3247 1.3235 -0.112 -0.230 0.099 0.231
H 3.5382 0.7093 -0.4161 0.126 0.422 -0.091 0.112
H -1.0666 0.7904 1.4335 0.375 -0.477 -0.145 0.354
```
Forces are in eV/Å.

---

This record from the OMol25 dataset describes 8 unconnected molecules or ions with the total composition C19H52BIO11PS. The level of theory is ωB97M-V with the def2-TZVPD basis set.

- energy relative to the best compared isomer or geometry (same formula, charge and spin) (eV) = 0.203
- lowest unoccupied orbital energy (eV) = 1.67
- HOMO level (eV) = -3.832
- charge = -1

Structure (XYZ):
```
86
Properties=species:S:1:pos:R:3:forces:R:3:mulliken_charge:R:1
C -3.9094 7.4658 0.4760 0.053 -0.159 0.089 -0.594
C -3.7483 6.1099 -0.1444 0.178 -0.253 -1.893 0.548
O -3.7182 5.9417 -1.3598 0.044 0.161 2.107 -0.624
O -3.5619 5.0779 0.7190 0.025 0.030 -0.690 -0.062
C -4.7132 4.7743 1.4850 -0.354 -0.226 0.425 -0.978
C -4.4899 3.5437 2.3425 0.292 -0.287 0.028 0.055
O -3.3974 3.6947 3.1803 0.149 -0.041 0.282 -0.578
B -2.2571 2.9308 2.6510 -0.222 0.081 -0.170 1.004
P -0.7609 4.2420 2.3073 -0.447 0.211 0.437 0.114
S -0.7540 5.8278 3.5276 0.080 0.126 0.024 -0.555
O -2.8069 2.3225 1.3899 0.262 -0.202 -0.147 -0.552
C -4.1412 2.2935 1.5147 0.199 0.976 0.281 -0.487
I -4.7581 0.5326 2.7322 -0.228 -0.295 -0.165 -0.213
H -2.9773 7.9979 0.3416 0.315 0.173 -0.176 0.044
H -4.6844 8.0075 -0.0437 -0.223 0.202 -0.111 0.295
H -4.0897 7.4244 1.5400 -0.132 -0.060 0.219 0.301
H -5.5639 4.5865 0.8284 -0.148 0.029 -0.232 0.338
H -4.9697 5.5887 2.1585 0.052 0.252 0.103 0.358
H -5.3982 3.4066 2.9266 -0.255 -0.036 0.067 0.398
H -1.8067 2.0887 3.4005 0.064 0.085 0.096 -0.278
H -0.7618 4.7226 0.9836 0.298 -0.305 -0.122 -0.070
H 0.4546 3.5482 2.4744 0.038 0.052 -0.398 -0.045
H -4.6657 2.2382 0.5695 -0.097 -0.394 -0.187 0.540
C -5.4451 -4.3776 2.9712 -0.063 0.041 0.021 -0.645
C -4.2308 -3.5341 3.3174 -0.073 -0.045 0.146 -0.292
O -4.5625 -2.4595 4.1835 0.025 -0.012 -0.071 -0.420
H -6.2126 -3.7603 2.5034 0.038 0.026 -0.059 0.247
H -5.1779 -5.1856 2.2850 0.003 0.010 0.001 0.311
H -5.8789 -4.8159 3.8730 0.035 -0.052 -0.002 0.038
H -3.8093 -3.0791 2.4227 0.024 0.068 0.011 0.296
H -3.4552 -4.1557 3.7818 0.027 -0.031 -0.095 0.226
H -4.9265 -2.8264 4.9926 -0.049 -0.041 0.092 0.254
C 1.6554 1.5917 -1.1059 0.000 0.080 0.009 -1.064
C 0.9902 1.2979 0.2282 -0.201 -0.054 -0.153 -0.384
O -0.2194 2.0214 0.3908 0.508 0.044 0.002 -0.208
H 1.8570 2.6599 -1.1995 0.027 0.005 0.029 0.345
H 2.5956 1.0442 -1.2072 -0.018 -0.020 -0.010 0.311
H 1.0009 1.3029 -1.9310 0.025 -0.077 -0.003 0.291
H 1.6384 1.6018 1.0502 -0.025 0.023 0.048 0.338
H 0.7961 0.2241 0.3250 0.096 -0.014 0.005 0.223
H -0.8315 1.7623 -0.3015 -0.278 -0.030 0.091 0.157
C -7.2051 -8.5990 4.2945 -0.002 0.043 -0.010 -1.041
C -6.0034 -7.7426 4.6520 -0.178 -0.079 0.236 -0.127
O -6.3662 -6.6768 5.5282 0.127 0.013 -0.231 -0.516
H -7.9751 -7.9888 3.8228 0.013 0.012 -0.038 0.278
H -6.9270 -9.4029 3.6111 0.005 -0.010 0.011 0.314
H -7.6408 -9.0467 5.1911 0.034 -0.052 -0.003 0.319
H -5.5851 -7.2821 3.7598 0.032 0.086 0.023 0.217
H -5.2222 -8.3509 5.1210 0.033 -0.025 -0.096 0.277
H -6.7299 -7.0682 6.3252 -0.055 0.005 0.128 0.291
C 2.8109 -2.3282 -3.1025 -0.027 0.045 0.014 -0.749
C 2.1050 -2.6063 -1.7885 -0.142 0.003 -0.176 -0.341
O 0.8739 -1.8977 -1.6774 0.168 0.037 0.141 -0.453
H 2.9971 -1.2587 -3.2096 0.016 0.015 0.029 0.195
H 3.7634 -2.8562 -3.1618 0.003 0.002 -0.020 0.171
H 2.1895 -2.6400 -3.9465 0.015 -0.051 0.000 0.339
H 2.7177 -2.2778 -0.9508 -0.026 0.014 0.053 0.285
H 1.9224 -3.6809 -1.6733 0.085 -0.009 0.041 0.301
H 0.3053 -2.1766 -2.3980 -0.101 -0.012 -0.085 0.251
C 0.4294 8.4801 0.8759 -0.137 0.065 -0.115 -0.727
C 0.3086 9.1158 -0.4960 -0.001 0.088 0.179 -0.329
O -0.9011 9.8661 -0.6404 0.042 -0.130 -0.160 -0.515
H -0.4110 7.8185 1.0826 0.038 -0.077 0.032 0.076
H 1.3468 7.8974 0.9608 0.005 -0.016 0.026 0.305
H 0.4379 9.2445 1.6570 0.062 0.003 0.020 0.313
H 0.2837 8.3535 -1.2735 -0.056 0.014 -0.029 0.280
H 1.1654 9.7715 -0.6948 0.037 -0.059 -0.041 0.287
H -0.9020 10.5428 0.0398 -0.034 0.052 0.130 0.293
C 7.2319 -2.0086 -5.9983 -0.035 -0.068 0.008 -0.970
C 6.5536 -1.7569 -4.6635 0.108 -0.130 0.036 -0.179
O 6.1425 -2.9677 -4.0380 -0.129 0.085 -0.161 -0.439
H 6.5618 -2.5496 -6.6671 -0.029 0.028 -0.014 0.283
H 7.5212 -1.0714 -6.4758 0.012 0.004 0.008 0.333
H 8.1299 -2.6170 -5.8635 0.033 0.044 0.013 0.200
H 5.6510 -1.1636 -4.7998 -0.040 0.004 0.036 0.301
H 7.2224 -1.2053 -3.9943 -0.024 0.070 -0.031 0.271
H 6.9266 -3.5037 -3.8956 0.209 -0.095 0.201 0.251
C 10.4050 -5.6951 -4.8937 -0.071 0.070 0.008 -0.990
C 9.6867 -5.9631 -3.5840 -0.046 -0.007 -0.139 -0.298
O 8.4388 -5.2763 -3.5075 0.021 0.119 -0.018 -0.488
H 10.5757 -4.6259 -5.0206 0.033 0.010 0.024 0.237
H 11.3665 -6.2089 -4.9258 -0.004 -0.017 0.001 0.357
H 9.8055 -6.0376 -5.7403 0.024 -0.052 -0.003 0.325
H 10.2788 -5.6062 -2.7437 -0.031 0.019 0.052 0.265
H 9.5217 -7.0369 -3.4497 0.058 -0.002 0.037 0.279
H 7.8880 -5.5943 -4.2283 -0.091 -0.098 -0.045 0.280
```
Forces are in eV/Å.